C4H10NO | ωB97M-V/def2-TZVPD

Output
DFT total energy: -7838.37290 eV
Relative energy (zero: lowest compared OMol25 entry of this formula, charge and spin): 2.944 eV
Gap between HOMO and LUMO: 10.0 eV
HOMO energy: -14.27 eV
LUMO: -4.28 eV

Structure (ORCA input):
```
! wB97M-V def2-TZVPD RIJCOSX def2/J DEFGRID3
* xyz 1 1
O 1.70 0.66 0.27
N -1.83 -1.96 -0.36
C -1.50 -0.72 -0.42
C -1.79 -1.38 -1.70
C -1.14 0.39 0.36
C 2.66 1.28 1.12
H -2.73 -1.19 -2.20
H -2.05 -2.76 0.20
H 1.88 0.97 -0.63
H 3.65 1.20 0.69
H 2.63 0.76 2.07
H -1.45 1.33 -0.10
H -0.01 0.46 0.39
H -0.97 -1.69 -2.35
H -1.46 0.31 1.40
H 2.41 2.34 1.27
*
```